Entry 1:
ORCA calculation (ωB97M-V with the def2-TZVPD basis set) on a structure of composition C50H37N8O3SiZr.

```
100
Properties=species:S:1:pos:R:3:forces:R:3
H -2.736938 2.275354 4.510019 0.00 0.02 0.01
H 3.072575 -4.318773 -4.670527 0.02 0.02 0.04
H -0.719817 -4.025193 -2.080340 0.01 -0.01 -0.04
C 0.919832 5.033439 1.387008 0.01 0.07 -0.03
C -3.932852 0.075094 1.581748 0.02 -0.09 0.01
H 4.694447 -1.306576 -2.963473 0.02 0.00 -0.02
C -2.643330 4.982148 -1.026027 0.02 0.04 0.01
C -0.407579 -5.172435 -5.875035 -0.04 0.00 0.01
C -0.509995 3.248777 -1.365692 0.03 0.01 -0.05
C -2.477639 -2.733093 2.267110 0.02 0.08 0.09
C -1.816628 -1.145974 -3.654228 0.00 -0.02 0.01
C 5.756250 0.136496 -0.276471 0.03 0.03 0.07
C 1.918606 6.574484 -0.163230 -0.02 0.02 0.02
C -1.499301 5.411613 -1.682639 0.02 0.01 -0.03
C -0.734906 -2.624109 0.260021 0.11 0.00 -0.08
H 6.646247 0.628421 0.092886 0.03 0.00 -0.03
H 0.465839 4.882451 -2.355407 -0.01 -0.02 -0.01
C 3.559616 -1.100662 -1.140154 -0.08 -0.18 0.00
H -2.266240 -3.714459 -0.794552 -0.04 -0.01 -0.01
C -3.744460 -0.266673 -1.874696 -0.06 -0.01 0.03
N 1.055796 1.076967 2.842278 -0.27 0.39 0.19
H -4.691244 0.787526 4.803523 -0.02 -0.01 0.02
C 1.839752 -5.223894 -6.151274 0.05 0.00 0.00
H 2.682794 -5.543499 -6.750682 0.02 -0.01 -0.03
N 0.968188 2.433879 2.517056 0.02 -0.20 0.17
H -1.206304 -4.174980 -4.170264 0.01 0.03 0.05
H -3.612189 3.375054 -0.015263 -0.03 -0.06 0.02
Si -1.787885 1.033205 -0.150644 0.40 -0.25 0.10
N 0.635149 -5.550506 -6.605944 0.00 0.02 0.03
H 2.671525 -3.506968 3.887010 0.02 -0.01 -0.02
H -4.272260 -0.575780 0.787090 -0.01 0.00 -0.06
C 2.055780 -4.518735 -4.977018 0.01 -0.08 0.00
C 2.348232 -1.870401 -1.530225 0.03 0.02 0.06
N 5.772475 -0.318756 -1.521832 -0.06 -0.02 0.05
H -1.059464 -1.460166 -4.363028 0.02 0.01 -0.01
C 1.781912 -1.565681 3.844613 0.12 0.18 -0.23
C 0.961765 -4.130144 -4.212508 0.02 0.07 0.09
C 2.704443 5.555439 -0.680163 0.02 -0.03 0.04
C -1.275145 -2.041161 2.391928 0.05 -0.02 0.12
C -1.649810 2.797254 -0.699292 -0.07 0.10 0.00
H 0.404261 7.103700 1.263317 -0.01 0.03 0.00
C -2.417406 1.700658 2.469834 -0.03 -0.05 0.04
C 1.727280 -3.017157 5.758149 0.02 -0.02 -0.02
N -0.404886 -1.990347 1.395171 -0.04 0.14 -0.09
C -3.153110 -1.423460 -3.899741 -0.01 0.01 0.01
H 0.484339 1.518581 4.744902 0.09 -0.05 0.00
H -4.529369 0.100271 -1.226362 0.01 0.04 0.06
H 0.182384 -0.096381 6.467623 -0.01 0.02 0.02
C -1.963595 -3.254874 0.136014 0.00 -0.03 0.02
C -2.403014 -0.007305 -1.583837 0.04 0.00 -0.10
H 3.401562 5.759994 -1.481689 0.01 0.01 -0.01
C -4.602240 0.032629 2.798863 0.01 -0.01 0.01
C -2.715369 3.685609 -0.539041 0.02 0.07 0.04
N 1.365022 -1.859001 -0.616938 -0.09 -0.19 -0.15
H 1.983083 -3.961870 6.217815 0.01 -0.04 0.02
C 2.119163 -2.773633 4.457233 -0.15 0.01 0.11
H -1.570030 2.368275 2.358554 0.03 0.04 -0.04
C 1.594052 2.636724 1.397121 0.15 0.15 -0.13
C 4.678934 -0.936890 -1.947413 -0.04 -0.05 0.01
C 1.013653 -2.066295 6.492059 -0.01 0.06 -0.05
H 0.224938 4.822053 2.186761 -0.01 -0.04 0.02
C -3.071225 1.650617 3.691451 0.02 0.01 -0.01
C -2.829041 0.905048 1.390913 -0.07 0.12 0.09
H 3.060627 -2.552422 -3.423839 -0.01 -0.01 -0.04
C 0.283312 -2.621748 -0.822094 -0.01 0.00 0.04
H 2.001175 7.576408 -0.562584 0.00 0.02 -0.01
H -1.437075 6.424710 -2.058996 -0.01 0.01 0.00
C -4.169038 0.816019 3.856557 -0.01 0.00 0.03
C 1.124746 -3.365670 -2.949959 -0.02 -0.05 -0.09
C 0.828300 0.740875 4.061920 0.05 -0.01 0.06
H -3.162451 -2.771876 3.103686 -0.04 -0.04 -0.01
C 2.592425 4.270209 -0.171951 0.07 0.07 -0.04
H -3.445432 -1.959545 -4.793268 -0.01 -0.01 -0.02
C -0.301637 -4.471463 -4.683173 -0.03 0.03 -0.08
C 2.258616 -2.594450 -2.704219 0.00 0.14 0.07
H -1.385079 -5.438372 -6.257517 -0.03 -0.02 -0.03
H -3.475346 5.660541 -0.890624 -0.02 0.00 0.01
H 4.613537 0.429049 1.536378 -0.03 0.00 -0.06
N 3.542634 -0.598959 0.100001 -0.10 0.34 -0.25
O 2.182664 1.668959 0.717560 0.00 0.04 0.37
O -0.275248 0.474857 0.225982 0.01 -0.03 0.03
C 1.023144 6.311210 0.866212 0.04 -0.02 0.00
O 2.142066 -1.331521 2.585250 -0.08 0.00 0.25
H 0.720726 -2.271175 7.511066 -0.01 -0.01 0.03
C -0.430557 4.544162 -1.852972 -0.06 -0.01 -0.05
H -5.163765 -1.165363 -3.203678 -0.03 0.00 0.00
C 4.635813 0.017810 0.534593 -0.03 0.00 0.10
C 1.080358 -0.585605 4.579294 -0.13 0.13 0.20
H -1.024976 -1.531310 3.315931 0.00 0.01 -0.08
N -2.835074 -3.321514 1.139491 0.08 0.03 -0.03
H 3.190960 3.466506 -0.579436 -0.01 -0.01 0.02
C 1.705994 4.009279 0.866075 -0.05 -0.06 0.05
H -0.401609 -0.236339 -2.345349 0.01 0.03 0.04
C 0.146832 -3.394092 -1.965776 -0.03 0.01 0.13
H -5.462490 -0.612799 2.920430 -0.02 -0.02 -0.01
H 0.339917 2.587260 -1.495480 0.00 -0.05 0.01
C 0.710202 -0.858085 5.907395 0.03 -0.10 -0.02
Zr 1.369641 -0.204746 1.097100 0.04 -0.61 -0.97
C -4.117071 -0.976057 -3.007213 0.00 -0.03 -0.04
C -1.453467 -0.450674 -2.509231 0.06 -0.05 -0.04
```
Forces are in eV/Å.

- Total energy: -79675.3450 eV
- Charge: +1
- LUMO energy: -4.046 eV
- ΔE to the lowest compared entry with this formula, charge and spin: 10.1 kcal/mol

***

Entry 2:
ORCA calculation (ωB97M-V with the def2-TZVPD basis set) on the molecule C19H26N2O2.

```
49
Properties=species:S:1:pos:R:3:forces:R:3
H 1.567385 1.514058 -6.580987 -0.19 0.12 -0.07
H -0.367796 -2.223931 4.119763 0.02 -0.07 0.04
C 0.591071 0.702959 -4.001563 -0.21 -0.03 0.32
C -1.271154 1.013993 1.462382 0.06 -0.09 0.06
H -1.249861 -1.113513 5.173322 0.00 -0.03 0.07
H -0.915146 -1.577938 -1.628960 -0.19 0.10 -0.05
H 1.589581 -1.280763 -2.037815 0.08 0.07 0.06
N 0.483595 0.381090 -2.692625 -0.14 0.03 0.03
H 2.018579 -0.366194 0.201160 0.01 0.16 -0.08
H -0.581104 1.823094 1.209818 0.03 0.05 -0.08
C -1.009858 -0.633735 -1.076373 -0.05 -0.03 -0.24
H 0.066053 2.014697 3.636126 0.03 0.06 0.02
H -2.740988 -2.057154 3.415402 0.04 0.05 -0.02
C -1.794591 1.214670 2.884768 -0.17 0.29 0.06
H -2.357130 -1.514353 1.064692 -0.03 -0.01 -0.08
H 4.661987 -1.004428 -4.982649 0.06 -0.10 0.12
C 3.438464 0.332409 -6.277414 0.25 -0.33 0.38
H 2.474344 0.255973 -2.081749 -0.14 -0.12 0.10
C -0.546401 -0.339850 1.351953 -0.01 -0.16 -0.09
H -2.107980 1.055524 0.762317 -0.03 0.00 -0.09
H -3.163553 0.248135 4.245155 -0.06 0.01 0.04
C 0.609877 -0.345294 2.362943 -0.12 0.03 0.04
C 0.087205 -0.140557 3.785254 0.20 0.02 0.18
C -1.512012 -1.467658 1.751677 0.00 0.13 0.17
C 2.174188 0.876654 -5.972527 -0.34 -0.16 0.79
H 1.141966 -1.295745 2.293219 0.08 -0.07 -0.07
H -0.999392 1.367407 4.886217 0.00 0.04 0.06
C -0.629286 1.205450 3.871487 -0.01 -0.04 -0.04
H -3.611291 0.096471 2.544269 -0.08 0.01 -0.01
C -0.810522 0.521006 -2.055061 -0.43 -0.05 0.01
C 3.792868 -0.412189 -5.193089 0.28 0.20 -0.71
H 1.311398 0.459378 2.139763 0.08 0.02 -0.06
O 2.846624 -0.361129 -4.245788 -0.09 -0.19 0.35
H 1.151174 1.129263 -0.211832 0.07 -0.02 0.01
C -0.880000 -1.260071 4.156115 0.00 0.04 -0.07
O -0.337940 1.219072 -4.609171 0.14 0.06 -0.23
C -2.768127 0.091875 3.239039 0.05 -0.01 -0.01
H -0.981091 -2.418835 1.685889 0.05 -0.05 -0.06
H -2.313815 2.178701 2.941966 0.04 -0.07 0.00
H -2.024435 -0.586233 -0.684874 0.02 -0.02 -0.02
C 1.508905 -0.201951 -1.856548 0.48 -0.15 0.35
H 4.003269 0.471632 -7.175995 0.17 -0.02 -0.15
C 1.189892 0.040201 -0.383894 0.13 -0.03 -0.01
C 1.850825 0.429559 -4.715021 -0.01 0.56 -1.22
H -0.875302 1.483476 -1.534005 -0.08 -0.04 -0.03
C -2.041747 -1.250408 3.167629 -0.22 -0.20 0.07
H 0.937120 -0.146552 4.477409 -0.05 0.00 -0.06
H -1.571320 0.510106 -2.839111 0.07 0.02 0.16
N -0.034526 -0.638373 0.007316 0.19 -0.02 0.03
```
Forces are in eV/Å.

- Total energy: -27200.6474 eV
- LUMO energy: 0.650 eV
- SMILES string: O=C(c1ccco1)N1CCN([C@]23C[C@H]4C[C@H](C[C@H](C4)C2)C3)CC1
- ΔE to the lowest compared entry with this formula, charge and spin: 36.9 kcal/mol

***

Entry 3:
ORCA calculation (ωB97M-V with the def2-TZVPD basis set) on a structure of composition C36H35BeN6O4S.

```
83
Properties=species:S:1:pos:R:3:forces:R:3
C -2.433594 2.539605 -3.572414 0.01 -0.08 -0.44
H -0.151029 4.162670 -4.848928 0.04 -0.12 -0.04
H -6.564052 2.433539 0.048195 0.51 -0.59 0.05
C 3.298528 -1.410234 -2.154462 0.13 0.65 0.56
C 0.718075 -3.884200 0.767368 0.44 1.01 0.30
H 0.225700 -5.835639 0.051174 -0.01 -0.20 -0.12
N 3.413845 -2.115593 -0.875624 0.52 -0.22 0.12
C -4.612226 1.551073 -0.133722 0.69 0.33 -0.47
C -3.938431 -2.893941 1.903253 -0.48 0.55 -0.50
N -0.575728 1.344027 0.999799 1.31 0.52 0.21
C -5.639211 -0.571910 1.342430 1.00 0.71 -0.54
N -2.335370 -1.367692 2.321930 -0.48 -1.08 1.38
C -1.084345 -4.312420 -0.748982 -0.22 0.50 -0.09
H -0.129290 4.286442 -1.707150 -0.48 -0.41 -0.48
C 1.883345 -0.838571 -2.373472 0.32 0.04 -0.03
C -1.429713 -2.939655 -0.697148 -0.90 -2.41 -1.19
C -1.467652 3.506155 -3.262877 -0.18 -0.20 0.29
C 6.999864 0.760845 0.388742 0.21 0.79 0.66
N -0.438746 2.378955 0.107755 0.37 0.32 0.92
H 0.779819 4.142426 -0.025512 -0.20 -0.34 0.32
C 6.508377 1.226732 1.627394 -0.20 -0.53 -1.02
N -3.463283 -1.628518 1.631388 -1.00 -0.30 -0.76
C -0.762856 -2.080718 0.105679 0.53 3.01 0.73
Be -1.006130 -0.297856 -0.031666 -0.86 -0.27 -0.28
C 1.271025 0.060508 -1.256372 -0.36 -0.62 -1.16
H -1.634382 -4.984720 -1.414542 0.12 0.11 0.27
H 8.012531 2.762693 1.744677 -0.30 -0.01 0.12
C -4.287761 -0.583568 0.950044 0.97 0.12 0.65
C 0.955088 2.847873 1.769484 -0.31 -0.56 0.19
H 0.977463 -1.823159 1.356791 -0.15 -0.21 -0.15
C -5.918326 1.555892 0.254810 -0.86 0.40 0.35
H -0.884472 5.436010 -3.911535 0.30 0.72 0.33
H 7.734744 1.364219 -0.153088 -0.05 -0.27 0.33
H 1.122585 -1.598232 -2.565842 0.30 -0.15 0.00
H -8.385428 1.479636 1.110580 0.21 -0.14 0.06
H 1.965895 -0.218328 -3.282345 -0.21 -0.12 0.25
C -6.461018 0.501700 0.970452 0.15 -0.37 0.10
C -7.868525 0.566264 1.429056 -0.79 -0.26 0.25
H 1.604073 -4.163936 1.347027 -0.31 -0.29 -0.28
C -2.128928 -2.479662 3.089866 0.09 1.17 -0.61
C -2.188351 1.480068 -1.394970 0.12 1.37 -0.68
H 4.012720 -0.562514 -2.199549 -0.19 -0.36 0.05
O -0.014475 -0.057957 -1.267228 0.83 0.58 -0.10
H 3.568860 -2.148050 -2.902530 -0.08 0.20 -0.44
H -1.851568 4.600942 -5.047003 -0.16 -0.12 -0.34
H -4.213386 2.392531 -0.700493 -0.23 -0.18 0.22
O 4.459188 -3.466719 0.879944 0.26 0.72 -0.16
C 0.490492 3.272909 0.558478 -0.42 -0.04 -0.49
H -6.000950 -1.388242 1.977955 0.08 0.47 -0.19
C -1.185544 2.480944 -1.100043 -0.80 -0.65 -0.50
C 5.472166 0.512923 2.240226 0.35 -0.19 -0.16
C 0.281738 1.624820 1.995809 -0.65 0.38 -0.64
C -2.814436 1.566739 -2.667921 0.36 -0.16 0.87
O 1.938162 0.797380 -0.550824 0.46 -0.09 0.24
C -0.036874 -4.789532 0.029425 0.09 0.16 -0.03
H 7.034871 -0.814097 -1.081004 -0.50 0.20 0.40
H -1.270959 -2.544428 3.788956 -0.69 0.19 -0.81
C 5.014485 -0.682238 1.691348 -0.04 0.20 0.07
H -8.441147 -0.281149 1.050187 -0.17 -0.05 -0.07
C 5.546416 -1.121219 0.472262 -0.03 -0.04 0.69
H 1.671818 3.346284 2.403047 -0.02 -0.13 -0.09
H -4.830358 -3.336800 1.431029 0.69 0.62 0.18
H 7.343421 2.219020 3.283885 0.19 0.03 0.50
H 6.374964 3.276196 2.275765 0.24 -0.15 -0.06
C 7.096971 2.445775 2.260643 -0.19 0.42 -0.31
C -1.057320 4.464713 -4.325593 -0.04 0.17 -0.18
O 5.715993 -3.093365 -1.225774 -0.36 0.63 0.10
H 4.272714 -1.285885 2.240557 0.34 0.37 -0.58
C 6.563006 -0.418263 -0.169653 -0.27 -0.58 -0.42
H -2.254581 -2.616203 -1.348773 0.21 0.04 0.38
C -0.878524 3.535276 -1.997208 -0.31 -1.34 0.26
H -3.231905 -4.444537 3.254467 0.15 0.15 0.03
H -3.589454 0.820595 -2.911856 0.53 0.43 0.16
C -3.727212 0.479188 0.105069 -0.86 -1.10 0.23
H 0.346544 0.981013 2.859219 -0.03 -0.17 -0.19
C -3.125921 -3.448514 2.849195 0.43 -0.02 0.04
N -2.521254 0.449828 -0.509830 1.12 -0.65 0.51
S 4.832319 -2.584734 -0.202878 -0.74 -1.12 -0.39
H 5.038947 0.886184 3.164676 0.12 -0.13 -0.02
H -2.861331 2.524259 -4.591909 0.21 0.11 0.66
C 0.376493 -2.520893 0.753915 0.36 -1.44 0.74
H -7.923922 0.499070 2.516625 -0.10 0.12 0.11
H 2.696683 -1.930063 -0.189882 -0.13 -0.05 0.15
```
Forces are in eV/Å.

- Total energy: -66270.3699 eV
- Charge: -1
- LUMO energy: 2.406 eV
- ΔE to the lowest compared entry with this formula, charge and spin: 0.0 kcal/mol